Molecular formula: C17H19BBaN6O3
Method: DFT, the ωB97M-V functional and the def2-TZVPD basis

Cartesian coordinates (Å):
H -0.670 -2.196 2.080
N -1.852 -1.102 0.699
B -3.756 -0.121 -0.662
N -3.218 -0.999 0.509
C -3.869 -1.758 1.409
Ba 0.085 -0.017 -0.965
H -4.949 -1.798 1.411
C -2.913 -2.389 2.212
H -3.091 -3.071 3.019
C -1.666 -1.944 1.731
H -4.943 -0.213 -0.733
C 1.357 0.496 -2.720
H 2.235 0.213 -3.293
H 1.605 1.437 -2.188
H 0.513 0.628 -3.418
N -3.078 -0.614 -1.972
N -3.337 1.358 -0.413
N -1.661 -0.585 -2.137
N -1.997 1.699 -0.372
C -3.639 -1.175 -3.052
C -4.101 2.450 -0.226
H -4.713 -1.285 -3.094
H -5.178 2.367 -0.227
C -2.639 -1.524 -3.963
C -3.252 3.548 -0.062
C -1.432 -1.147 -3.370
C -1.945 3.028 -0.155
H -2.778 -1.983 -4.924
H -3.537 4.569 0.098
H -0.420 -1.234 -3.748
H -1.000 3.554 -0.076
H 1.348 -0.881 -1.900
O 3.718 -2.102 2.331
C 4.411 -0.961 2.332
C 5.687 -0.927 2.932
C 6.442 0.238 2.874
C 5.934 1.387 2.251
C 4.658 1.367 1.683
C 3.890 0.206 1.707
C 2.559 0.159 1.018
O 2.101 1.222 0.522
O 1.961 -0.987 0.938
H 2.879 -1.877 1.773
H 6.054 -1.832 3.414
H 7.436 0.250 3.321
H 6.530 2.300 2.203
H 4.231 2.247 1.202

DFT total energy, eV: -34387.7383
HOMO energy, Eh: -0.2831